No. 1
A 9-piece molecular cluster, C36H45N9 overall at a distorted geometry, computed with wB97M-V/def2-TZVPD.

As for the multiplicity: 2. The value obtained for the orbital gap (alpha / beta) is 2.0 / 7.9 eV. For the total energy, the calculation gives -51466.028 eV. The calculation puts the HOMO energy (alpha / beta) at 0.016 / -0.203 hartree. The expectation value of S² is 0.7505. As for the total charge: -1. The energy above the lowest of the compared OMol25 structures with the same formula, charge and spin comes out at 0.9758 eV.

```
90
Properties=species:S:1:pos:R:3:lowdin_charge:R:1
N -1.26900 -5.55840 1.90126 0.01
C -1.19642 -4.15335 1.85795 -0.11
C -2.27908 -3.76078 1.04363 -0.17
C -2.96871 -4.89984 0.62405 -0.13
C -2.15570 -5.98758 0.91409 -0.13
H -0.61416 -6.12469 2.42145 0.13
H -0.50224 -3.59026 2.46411 0.09
H -2.72242 -2.81317 0.77551 0.08
H -3.82287 -4.94461 -0.03534 0.09
H -2.21204 -7.02550 0.62092 0.10
N -4.38069 2.53048 2.05995 0.00
C -5.01160 3.69558 1.61984 -0.14
C -3.95345 4.59147 1.24041 -0.15
C -2.71995 4.03400 1.52359 -0.13
C -3.00995 2.70440 1.93235 -0.19
H -4.91074 1.73689 2.39066 0.09
H -6.07126 3.64125 1.41847 0.08
H -4.06814 5.50839 0.68138 0.08
H -1.78342 4.55146 1.37680 0.09
H -2.33939 1.93854 2.29321 0.06
N 1.88943 5.44101 -0.59432 0.00
C 0.90834 4.74704 -1.21263 -0.15
C 0.31174 5.58687 -2.05951 -0.14
C 0.88976 6.84132 -1.88547 -0.13
C 1.97218 6.78950 -0.98329 -0.08
H 2.55492 4.97020 0.00197 0.10
H 0.83421 3.67827 -1.07618 0.11
H -0.45788 5.22383 -2.72455 0.09
H 0.51399 7.73305 -2.36507 0.08
H 2.70481 7.48197 -0.59581 0.09
N -1.24889 -2.70847 -1.97170 0.00
C -1.11787 -3.55187 -3.05171 -0.15
C -1.61560 -2.92560 -4.20162 -0.13
C -2.01656 -1.66999 -3.77764 -0.11
C -1.73843 -1.49935 -2.35809 -0.10
H -1.18499 -2.94580 -0.99207 0.09
H -0.91360 -4.61232 -3.06372 0.09
H -1.60478 -3.39134 -5.17598 0.09
H -2.49747 -0.97217 -4.44710 0.08
H -1.86370 -0.71990 -1.62109 0.10
N 4.27908 -2.95683 1.08717 0.00
C 3.03262 -3.64319 1.05890 -0.13
C 2.63398 -3.80357 -0.22631 -0.12
C 3.69240 -3.20042 -0.95548 -0.16
C 4.78230 -2.82232 -0.19474 -0.13
H 4.73775 -2.59782 1.91228 0.12
H 2.59530 -3.99655 1.98102 0.10
H 1.62977 -4.08170 -0.51023 0.09
H 3.82760 -2.94971 -1.99724 0.08
H 5.75293 -2.35185 -0.24882 0.10
N -2.73844 2.78174 -3.75169 0.00
C -2.17897 2.38602 -4.95197 -0.15
C -1.10898 1.59068 -4.69828 -0.12
C -1.04062 1.53549 -3.32722 -0.15
C -2.03805 2.29448 -2.73504 -0.13
H -3.44224 3.49250 -3.61168 0.15
H -2.68051 2.58924 -5.88661 0.10
H -0.68255 0.89235 -5.40319 0.10
H -0.44242 0.87935 -2.71236 0.06
H -2.28737 2.62344 -1.73703 0.12
N 0.13068 -1.39071 0.52433 0.03
C -0.23953 -0.40465 1.34383 -0.14
C -0.16456 0.77579 0.62153 -0.12
C 0.56360 0.53625 -0.51949 -0.17
C 0.78589 -0.81114 -0.53918 -0.16
H 0.14686 -2.38117 0.72140 0.09
H -0.61633 -0.79391 2.27812 0.08
H -0.58963 1.72488 0.91293 0.07
H 1.04983 1.23235 -1.18688 0.09
H 1.08635 -1.49445 -1.31970 0.10
N 4.02701 1.19163 -0.76131 0.04
C 4.86677 2.07592 -1.39889 -0.13
C 4.95790 3.24613 -0.65551 -0.14
C 4.11598 3.10998 0.39002 -0.17
C 3.47791 1.88403 0.28292 -0.14
H 3.99721 0.20232 -0.96249 0.14
H 5.41537 1.67490 -2.23832 0.10
H 5.50556 4.14531 -0.89626 0.10
H 3.98341 3.89682 1.11785 0.10
H 2.71538 1.44344 0.90807 0.10
N -0.75755 -1.92575 4.94307 0.00
C 0.53736 -2.10508 4.83043 -0.27
C 0.90915 -3.26001 5.44353 -0.15
C -0.27674 -3.86519 5.92054 -0.12
C -1.27810 -3.00334 5.48512 -0.24
H -1.26113 -1.07323 4.74380 0.02
H 1.09808 -1.37881 4.26076 0.09
H 1.87163 -3.73354 5.56925 0.07
H -0.35382 -4.70757 6.59199 0.08
H -2.35650 -3.04303 5.52834 0.07
```

No. 2
Br2ClOPS2 as an isolated structure at a distorted geometry, computed with wB97M-V/def2-TZVPD.

The value obtained for the orbital gap is 7.8 eV. For the total energy, the calculation gives -185613.990 eV. The calculation puts the HOMO energy at -0.365 hartree. The energy above the lowest of the compared OMol25 structures with the same formula, charge and spin comes out at 1.9590 eV.

```
7
Properties=species:S:1:pos:R:3:nbo_charge:R:1
O 0.84660 0.88178 -0.94018 -1.01
P -0.01550 0.10238 -0.17577 1.57
S 0.73307 -1.68145 0.56837 -0.08
S -1.85662 -0.26883 -1.00618 -0.04
Cl -0.85418 1.28596 2.23037 -0.54
Br 2.78528 -1.23571 0.44331 0.05
Br -2.45350 -1.61263 0.48735 0.05
```

No. 3
A 7-piece molecular cluster, C14H30Br12NO2P overall at a distorted geometry, computed with wB97M-V/def2-TZVPD.

The value obtained for the orbital gap is 8.3 eV. For the total energy, the calculation gives -870385.333 eV. The calculation puts the HOMO energy at -0.307 hartree. Its structure (SMILES) is CPCON=O.BrCCBr.BrCCBr.BrCCBr.BrCCBr.BrCCBr.BrCCBr.

```
60
Properties=species:S:1:pos:R:3:nbo_charge:R:1
C -0.02207 -4.21897 -0.98285 -0.93
P -0.25621 -2.46236 -1.52852 0.48
C 1.33993 -1.68562 -0.94060 -0.38
O 1.34429 -1.01527 0.33553 -0.44
N 0.68714 -1.74768 1.35077 0.40
O 1.27174 -2.70881 1.66668 -0.25
H 0.96252 -4.31486 -0.53913 0.23
H -0.74984 -4.49584 -0.22775 0.23
H -0.05737 -4.88119 -1.83534 0.24
H -1.29366 -1.94889 -0.72740 -0.02
H 2.09767 -2.46516 -0.98111 0.20
H 1.61927 -0.91988 -1.65148 0.24
Br -4.12836 -1.44450 -2.10909 -0.01
C -4.34992 -0.58072 -0.37924 -0.45
C -4.07267 0.89600 -0.45441 -0.47
Br -2.16380 1.25976 -0.57913 0.00
H -3.68706 -1.09095 0.31223 0.23
H -5.38335 -0.76041 -0.09203 0.23
H -4.40972 1.39073 0.45479 0.24
H -4.53882 1.36411 -1.31517 0.23
Br -0.11664 3.03731 2.45863 -0.03
C 1.64664 2.27105 2.16439 -0.46
C 2.36876 2.97241 1.04680 -0.45
Br 1.61269 2.47198 -0.67224 -0.01
H 1.49418 1.21534 1.96378 0.24
H 2.17599 2.38747 3.10598 0.23
H 3.41266 2.66784 1.02301 0.23
H 2.30636 4.05371 1.10967 0.23
Br 3.05692 -5.23139 -2.56474 -0.01
C 3.11595 -7.12565 -2.12557 -0.45
C 2.40895 -7.95876 -3.15999 -0.45
Br 0.47506 -7.82263 -2.99747 -0.01
H 2.68177 -7.23169 -1.13694 0.23
H 4.17208 -7.38217 -2.08775 0.23
H 2.63915 -9.01241 -3.02039 0.23
H 2.65909 -7.66335 -4.17322 0.23
Br 2.60565 3.41273 8.43539 -0.01
C 1.66786 3.61125 6.74175 -0.45
C 1.00871 2.32971 6.31133 -0.45
Br 2.29926 1.04737 5.61637 -0.02
H 2.39674 3.96646 6.02110 0.23
H 0.91980 4.38195 6.91136 0.23
H 0.31814 2.51674 5.49083 0.24
H 0.48429 1.83462 7.12144 0.23
Br -0.06570 0.26201 -3.59611 0.00
C 0.67883 1.66092 -4.72640 -0.46
C 1.99124 1.23463 -5.32586 -0.45
Br 3.42494 1.28459 -4.01037 -0.01
H 0.77019 2.55105 -4.11183 0.23
H -0.05862 1.83432 -5.50719 0.23
H 2.29350 1.91855 -6.11579 0.23
H 1.95993 0.22210 -5.71390 0.23
Br -5.94986 3.35512 1.30634 -0.02
C -4.81173 4.64099 0.38838 -0.44
C -3.36350 4.45597 0.74855 -0.46
Br -2.95415 5.14773 2.52152 -0.01
H -5.18438 5.62751 0.64233 0.23
H -4.96398 4.45644 -0.67266 0.23
H -2.72561 5.01544 0.06831 0.23
H -3.06089 3.41328 0.74443 0.24
```

No. 4
C10H22F2NO11S2Tl as an isolated structure at a distorted geometry, computed with wB97M-V/def2-TZVPD.

The value obtained for the orbital gap is 3.3 eV. For the total energy, the calculation gives -66524.718 eV. The calculation puts the HOMO energy at -0.361 hartree. The energy above the lowest of the compared OMol25 structures with the same formula, charge and spin comes out at 2.3477 eV.

```
49
Properties=species:S:1:pos:R:3:nbo_charge:R:1
Tl 0.74185 -14.93653 12.27860 1.35
F 3.16449 -16.54725 12.65606 -0.56
F 0.02583 -13.42591 9.90785 -0.60
N 3.40208 -12.70752 14.51105 0.72
O 3.09689 -12.47616 15.64475 -0.37
O 4.35886 -12.20164 14.00985 -0.29
O 2.77312 -13.45486 13.81607 -0.33
O -1.22217 -16.43914 10.64931 -0.62
C -1.85569 -16.52007 9.62681 0.82
O -2.85167 -17.31119 9.48504 -0.47
C -3.61834 -16.97999 8.35769 -0.08
C -2.62402 -16.41495 7.38619 -0.44
C -1.57189 -15.86203 8.30018 -0.53
H -4.46983 -16.37689 8.67285 0.19
H -4.00025 -17.90293 7.92132 0.20
H -2.98825 -15.57722 6.79154 0.23
H -2.23314 -17.19398 6.73162 0.21
H -1.65903 -14.78380 8.43403 0.27
H -0.57054 -16.07376 7.92528 0.25
O 1.83723 -18.39168 15.72672 -0.89
S 2.08102 -16.93121 15.79142 2.33
O 1.37270 -16.05782 14.85057 -0.97
O 1.72981 -16.49390 17.31404 -0.71
C 1.74159 -15.16444 17.68311 -0.08
C 1.44600 -15.02167 19.19041 -0.64
C 3.84436 -16.54625 15.82852 -0.86
H 0.85054 -14.84892 17.14037 0.19
H 2.67627 -14.71279 17.35069 0.19
H 2.18282 -15.45776 19.86495 0.22
H 0.51781 -15.51996 19.47017 0.22
H 1.30260 -14.01083 19.57218 0.23
H 4.25439 -16.86483 16.78689 0.25
H 3.90196 -15.46173 15.73582 0.25
H 4.26321 -17.13232 15.01047 0.28
O -1.75224 -16.10232 13.38348 -0.95
S -2.76181 -16.51241 14.36687 2.32
O -3.48461 -15.52500 15.10292 -0.90
O -3.83815 -17.63461 13.77009 -0.69
C -3.41860 -18.49311 12.75114 -0.09
C -4.58760 -19.20710 12.07707 -0.63
C -1.93132 -17.59696 15.65571 -0.84
H -2.83571 -19.20572 13.33468 0.16
H -2.70542 -18.05688 12.05172 0.22
H -4.37496 -19.86342 11.23320 0.23
H -5.16310 -18.39987 11.62400 0.21
H -5.26681 -19.69461 12.77643 0.22
H -0.99770 -17.84003 15.14841 0.25
H -2.50774 -18.52146 15.68938 0.25
H -1.74370 -17.02736 16.56591 0.26
```